Molecular formula: C88H150ClF21N26O14S4
Method: DFT, wB97M-V/def2-TZVPD

The geometry in XYZ format:
```
304
Properties=species:S:1:pos:R:3:forces:R:3
C -2.46350 4.59022 9.35846 0.224 1.348 0.691
C -3.78013 4.84965 8.62434 0.594 0.203 0.233
N -4.93441 4.62269 9.53714 0.682 0.060 -1.109
C -5.62035 5.55209 10.32320 1.615 1.063 -1.279
C -6.69294 4.93161 10.79253 -0.639 -1.852 0.080
N -6.64415 3.61029 10.34522 0.577 -0.406 -0.523
C -5.54855 3.45646 9.55272 -2.175 0.600 0.948
C -7.66560 2.58638 10.61425 -0.248 -0.854 1.704
H -2.58068 4.95479 10.38656 0.101 -0.160 -0.053
H -1.61184 5.17417 8.97399 -0.465 -0.289 -0.260
H -2.17079 3.55317 9.41076 -0.125 -0.304 -0.142
H -3.83341 4.19652 7.76301 -0.513 -0.336 -0.092
H -3.88716 5.85044 8.20411 0.165 0.072 0.372
H -5.31289 6.61000 10.36311 -0.153 -0.934 0.101
H -7.52128 5.26379 11.36408 -0.341 0.276 0.490
H -5.38813 2.60798 8.89408 0.322 0.156 0.432
H -7.23719 1.54144 10.83536 -0.352 1.802 -0.551
H -8.40038 2.53902 9.81474 0.145 -0.026 -0.126
H -8.20483 2.90303 11.55233 0.567 -0.365 -1.002
C -10.74967 5.05115 -16.66171 4.531 -0.550 -2.026
C -12.12844 4.77491 -16.67924 -1.268 -1.500 3.468
N -12.36997 3.70458 -15.16254 -0.647 0.340 0.290
C -11.87385 2.47728 -15.04888 -1.084 -3.497 4.248
C -12.40447 1.91645 -13.66128 5.343 -3.146 -7.232
N -13.09686 2.80110 -13.12495 -1.604 6.249 1.086
C -13.05473 3.94248 -14.03080 -1.711 0.052 1.875
C -13.64899 2.73162 -11.64700 -0.468 2.464 -3.620
H -9.93808 4.25883 -16.79349 -1.401 0.163 1.312
H -10.48832 5.84164 -15.98359 0.354 -0.057 0.502
H -10.41392 5.40105 -17.64457 -0.854 0.888 -0.424
H -12.62923 4.18354 -17.40799 -0.249 -0.311 -0.460
H -12.59386 5.65006 -16.28497 -1.248 0.248 -0.247
H -11.24707 1.87665 -15.70635 -0.295 0.675 -0.090
H -12.15788 0.90235 -13.33349 -0.304 0.632 0.242
H -13.69022 4.80002 -13.79873 0.513 -0.258 -0.318
H -13.68567 3.73740 -11.21124 -0.004 -0.337 -0.368
H -13.04834 2.10952 -11.10145 1.598 -1.597 1.149
H -14.60248 2.33199 -11.84606 -1.292 -0.426 0.537
C -2.34831 -2.28138 0.56292 1.877 -0.991 -1.027
C -1.26693 -2.17838 -0.52393 0.510 -0.823 -0.607
N -0.18023 -1.27186 -0.08157 0.499 0.387 0.065
C 0.80936 -1.66907 0.79775 -0.141 -1.019 -0.130
C 1.83192 -0.77124 0.80723 -4.108 0.116 -1.487
N 1.33718 0.25036 0.00022 -0.615 -0.578 -0.954
C 0.13441 -0.05815 -0.52288 0.112 -0.231 -0.402
C 2.04329 1.45056 -0.28097 0.967 1.313 0.940
H -2.96475 -3.08001 0.25055 -0.746 -1.176 -0.196
H -2.95771 -1.42377 0.51938 -0.380 1.214 0.773
H -1.85543 -2.58115 1.50605 -0.620 0.647 -0.275
H -1.60812 -1.94872 -1.57689 0.110 0.484 1.354
H -0.73753 -3.14828 -0.69814 -0.592 0.517 0.531
H 0.64100 -2.60326 1.29987 0.420 -0.193 0.117
H 2.71777 -0.73542 1.31884 1.960 0.330 1.042
H -0.50735 0.49326 -1.26499 0.809 -0.243 0.652
H 3.10369 1.22630 -0.43035 -0.197 0.057 0.244
H 1.94921 2.06490 0.63653 0.409 0.064 -0.813
H 1.68768 1.95315 -1.16864 -0.427 -0.013 -0.034
C 6.83227 -0.53839 7.85122 1.419 -1.287 -0.910
C 6.15544 -0.33375 6.48220 -0.957 0.201 2.364
N 4.64208 -0.53058 6.54659 2.379 0.594 -0.480
C 3.97260 -1.23665 7.46533 -0.658 -1.426 2.045
C 2.60678 -1.08957 7.24495 1.039 -1.026 1.650
N 2.54646 -0.26858 6.18280 -2.360 0.638 -1.812
C 3.75173 0.04461 5.78303 -0.022 2.292 -2.835
C 1.28192 0.01663 5.37006 0.447 -1.881 0.907
H 7.92115 -0.17476 7.80796 -1.790 -0.065 0.016
H 6.97632 -1.61823 8.05483 -0.467 0.539 0.337
H 6.23822 -0.02481 8.58982 0.236 0.057 0.560
H 6.60060 -0.91778 5.73486 0.239 -0.786 -1.184
H 6.34573 0.69301 6.36018 -0.299 1.329 -1.147
H 4.60096 -1.74052 8.21011 -0.999 0.046 -0.226
H 1.70494 -1.47729 7.76223 0.417 0.048 -0.463
H 3.89046 0.72659 4.91837 0.248 -0.778 0.880
H 1.05101 -0.92193 4.85541 -0.399 -0.352 0.851
H 1.44488 0.56261 4.46727 0.516 1.594 0.175
H 0.46929 0.30704 6.05611 0.496 0.082 -0.679
C 2.62939 -6.72169 10.46520 -0.966 -1.467 -0.476
C 2.01491 -5.38001 10.57843 -0.171 0.512 3.974
N 0.55556 -5.42600 10.89298 0.689 -1.301 0.596
C 0.11280 -6.30202 11.87125 -1.284 -0.745 -0.460
C -1.27677 -6.36238 11.76087 3.707 1.368 -1.347
N -1.61679 -5.55434 10.70238 -0.186 1.290 0.930
C -0.48107 -4.93987 10.25592 -1.890 0.986 -2.648
C -3.05190 -5.16218 10.38750 2.023 1.001 -3.073
H 3.62776 -6.70787 10.07668 0.484 0.272 -0.277
H 1.99984 -7.33667 9.81387 0.293 -0.086 -0.161
H 2.66478 -7.24666 11.40757 0.126 -0.043 0.348
H 2.18391 -4.77793 9.78047 0.127 1.701 -2.600
H 2.49396 -4.87010 11.46091 -0.528 -0.205 -0.797
H 0.84594 -6.96060 12.33839 -0.665 0.518 0.333
H -1.97513 -6.74911 12.39236 -1.704 -1.360 1.333
H -0.49669 -4.18680 9.37660 0.389 -1.026 1.432
H -3.74455 -5.50757 11.08831 -0.595 -0.745 1.323
H -3.28365 -5.57034 9.35418 0.162 0.488 1.469
H -3.08903 -4.04993 10.31795 -0.012 -0.888 0.094
C -5.69608 -4.20008 0.13121 0.260 0.889 0.230
C -6.59089 -3.03750 -0.35912 0.325 -0.196 -0.528
N -5.82946 -1.81060 -0.55542 1.386 1.007 -1.471
C -4.84224 -1.69172 -1.54365 -0.008 1.872 0.901
C -4.38196 -0.37120 -1.50393 0.121 -1.467 -0.283
N -5.12007 0.29340 -0.55492 -1.213 -1.511 0.653
C -5.98855 -0.62409 0.01110 0.951 1.857 -1.089
C -4.86550 1.66371 -0.02295 1.576 -1.144 -1.141
H -5.14763 -3.83849 1.02164 -0.465 -0.401 -0.141
H -4.91304 -4.57994 -0.54108 -0.443 0.491 -0.327
H -6.33596 -5.03540 0.36324 -0.159 -0.280 0.345
H -7.34690 -2.74462 0.34871 -0.382 -0.427 0.482
H -7.09233 -3.20982 -1.32217 0.154 -0.331 0.332
H -4.54422 -2.52400 -2.16639 0.021 0.071 0.271
H -3.50743 0.06906 -2.03309 -0.741 0.019 0.233
H -6.79568 -0.27344 0.61647 -0.165 -0.357 0.612
H -5.69359 2.00183 0.54696 -0.864 0.422 0.134
H -4.52216 2.32978 -0.85399 -0.643 -0.569 0.756
H -4.03863 1.49810 0.65716 0.230 0.501 0.171
C 4.49142 6.71965 -0.40300 -2.302 0.414 0.364
C 4.00795 5.35791 0.06026 1.363 0.049 1.009
N 2.65979 5.37471 0.64745 0.023 -0.815 0.579
C 2.23983 4.58924 1.72815 0.743 0.556 -1.191
C 0.95068 4.88446 1.93476 -0.913 -0.598 0.972
N 0.56478 5.81785 1.03735 0.834 1.583 -1.686
C 1.65136 6.11449 0.26207 -1.546 -0.595 1.024
C -0.77510 6.42600 0.90389 0.851 -1.646 0.958
H 4.17944 7.51279 0.30528 0.200 -0.357 -0.272
H 4.05878 6.94036 -1.37262 0.148 0.326 -0.277
H 5.53634 6.68934 -0.43211 1.598 -0.004 -0.253
H 4.69735 5.09247 0.90182 -0.630 -0.330 -0.857
H 4.10957 4.64752 -0.78090 -0.344 0.017 0.727
H 2.89783 3.85212 2.11545 0.612 -0.832 0.505
H 0.24485 4.49034 2.65103 0.051 -0.012 0.023
H 1.70370 6.80452 -0.52688 -0.228 0.782 -0.746
H -1.38973 5.79468 0.30945 -0.521 -0.436 -0.531
H -0.71501 7.38486 0.52485 0.376 1.857 -1.100
H -1.19890 6.52854 1.87628 -0.306 -0.203 0.797
C 15.00969 3.23249 1.94286 1.281 0.533 -0.802
C 14.26114 2.58597 0.75864 -1.348 0.797 2.657
N 12.82631 2.99797 0.91902 1.403 -0.611 -0.901
C 12.35158 4.16401 0.42772 -0.931 0.842 1.195
C 11.10312 4.29372 0.94172 -1.296 0.000 -0.586
N 10.81190 3.16098 1.67683 0.473 1.285 -0.956
C 11.87773 2.39168 1.62533 -0.184 -1.131 0.228
C 9.50471 2.85348 2.20308 -0.730 -0.821 1.944
H 14.51257 3.13039 2.91724 0.012 0.158 -0.496
H 15.27171 4.28764 1.67431 -0.836 -0.568 0.519
H 16.02362 2.83552 2.04051 -0.196 -0.482 0.009
H 14.18048 1.53846 0.79695 0.578 -1.459 0.081
H 14.64667 2.89801 -0.17212 0.124 0.393 -1.089
H 12.93918 4.92318 -0.03789 0.334 -0.079 -0.457
H 10.28540 4.94324 0.67432 0.047 0.456 0.318
H 11.78996 1.36329 1.95773 0.808 0.205 0.150
H 8.89924 3.75862 2.29491 0.091 -0.186 -0.624
H 9.53419 2.43450 3.24430 0.560 0.389 -0.876
H 9.02511 2.07221 1.62561 -0.283 0.254 -0.400
C 6.87662 11.40384 1.92121 0.185 0.893 0.677
C 7.75793 10.22976 1.76882 0.667 -0.051 -3.096
N 7.95371 9.47025 2.93567 -0.732 -1.429 1.939
C 8.12695 9.94048 4.21949 1.169 -0.392 -0.095
C 8.28406 8.84114 5.00528 -0.773 0.958 1.878
N 7.97211 7.75177 4.27022 0.122 0.114 -1.343
C 7.81044 8.14659 3.00938 0.195 -0.082 0.286
C 7.75740 6.40658 4.77798 -1.137 -0.040 0.303
H 5.88250 11.10095 2.15400 -0.992 -0.004 -0.103
H 6.95431 12.04910 1.04556 -0.310 -0.162 0.061
H 7.23161 11.97934 2.77339 -0.064 0.364 -0.029
H 8.70949 10.60738 1.38024 0.181 -0.345 0.222
H 7.37413 9.53388 0.99398 0.224 0.359 0.406
H 8.22247 10.98450 4.41675 0.150 0.226 0.232
H 8.44809 8.74192 6.08209 -0.061 0.270 -0.571
H 7.66324 7.44283 2.22007 -0.270 -0.382 -0.850
H 6.84681 6.43246 5.43992 1.034 -0.079 -0.484
H 8.65159 6.17259 5.34081 -0.049 -0.600 0.099
H 7.52742 5.72166 3.94163 0.480 0.328 0.333
C -6.09240 -18.51257 -2.75186 0.143 0.381 -1.254
C -5.53134 -18.81137 -4.15929 0.567 -1.422 -0.523
N -5.53234 -17.72413 -5.15063 -0.777 -0.530 -0.890
C -5.80715 -17.85617 -6.53316 0.256 1.525 0.874
C -5.70821 -16.58616 -7.03736 0.362 -0.866 0.847
N -5.27845 -15.75020 -6.03156 -0.873 -1.697 1.663
C -5.29299 -16.47264 -4.87053 1.373 0.961 -0.413
C -5.27325 -14.32148 -6.01848 1.793 1.191 -0.121
H -7.07130 -18.07308 -2.80170 -0.628 0.029 -0.168
H -5.50534 -17.83678 -2.15580 0.641 0.303 0.005
H -6.15157 -19.42031 -2.19276 -0.058 -0.717 0.195
H -6.05734 -19.61227 -4.72203 -0.046 0.318 0.943
H -4.48573 -19.17498 -4.13198 -0.442 0.226 0.314
H -6.04078 -18.76593 -7.05618 -0.089 -0.175 0.343
H -5.99295 -16.21665 -7.98706 0.156 0.212 -0.759
H -4.96760 -16.15173 -3.86256 -0.422 0.077 -0.994
H -4.69900 -13.88695 -6.87114 -0.215 -0.565 0.728
H -4.82346 -13.98831 -5.05037 -0.487 -0.107 -0.948
H -6.26987 -14.00584 -6.12967 -1.270 0.764 0.152
C 2.16523 -2.01675 -6.14521 -2.019 -1.127 -0.206
C 1.31828 -2.56851 -5.00029 -0.562 0.584 -0.024
N -0.10110 -2.35692 -5.32910 -0.999 1.245 0.559
C -0.68681 -2.96333 -6.41577 -0.116 -0.618 0.199
C -1.97076 -2.56279 -6.41497 -0.711 0.787 -0.783
N -2.14284 -1.60593 -5.45268 -0.251 -0.990 0.044
C -1.02556 -1.52166 -4.74711 0.896 -0.512 -0.230
C -3.45198 -0.94318 -5.28999 -0.358 -1.623 0.443
H 1.76991 -1.02771 -6.28606 0.222 0.767 -0.133
H 1.79337 -2.58713 -7.02065 1.393 0.280 0.021
H 3.20421 -1.99305 -5.87532 0.476 -0.332 -0.455
H 1.56277 -1.94865 -4.16788 -0.167 0.087 1.088
H 1.38326 -3.62080 -4.74909 0.550 -0.119 -0.061
H -0.16302 -3.69610 -7.02483 -0.274 0.259 0.288
H -2.85597 -2.72470 -6.99336 0.217 -0.647 -0.613
H -0.94384 -0.86791 -3.87845 0.282 -0.077 -0.212
H -3.26497 -0.11442 -4.65268 -0.207 0.988 0.285
H -4.18432 -1.63830 -4.80997 0.864 0.335 -0.096
H -3.88371 -0.74549 -6.27477 0.453 0.432 0.171
C 3.62723 3.69720 -9.16491 1.159 0.856 0.822
C 4.05496 2.30183 -9.49387 1.378 -0.733 0.530
N 4.88237 2.17723 -10.74556 -3.689 1.197 2.922
C 4.40179 2.49852 -11.97754 0.487 0.007 0.849
C 5.43136 2.45469 -12.81761 1.211 -1.080 -0.369
N 6.52421 2.04925 -12.04155 0.160 0.541 -0.229
C 6.12664 1.94980 -10.76794 2.942 -0.655 -1.809
C 7.92229 1.98049 -12.47839 -0.542 1.644 -1.348
H 4.58142 4.26724 -9.23405 -0.708 0.185 0.689
H 3.17075 3.74301 -8.09134 0.686 0.110 -2.263
H 3.03682 4.11256 -9.98140 -0.582 0.028 0.495
H 3.23339 1.69624 -9.67615 -1.657 -1.316 -0.237
H 4.60416 1.83922 -8.63871 -0.109 0.346 -0.876
H 3.41531 2.79153 -12.00855 -1.882 0.411 -0.754
H 5.42881 2.47669 -13.89553 0.343 0.318 0.078
H 6.77777 1.67692 -9.97664 0.235 -0.080 0.623
H 8.39734 1.12875 -12.04935 0.447 -0.468 0.221
H 8.42680 2.95601 -12.25548 -0.293 -1.040 0.010
H 7.84926 1.91066 -13.57825 0.482 -0.246 0.546
Cl 7.54701 5.50958 0.97795 0.063 0.130 0.158
C -3.42754 -0.29302 3.48892 -0.079 -2.807 -0.812
F -2.66707 -1.44128 3.58985 -0.830 0.960 0.563
F -4.29052 -0.57074 2.47201 0.073 0.624 0.315
F -4.13623 -0.09308 4.57524 0.324 0.068 0.108
S -2.24071 0.97214 3.06165 -0.110 1.170 2.536
O -1.31916 0.90644 4.19526 -0.886 0.692 -1.300
O -1.76707 0.58655 1.78446 0.461 -0.003 -1.303
N -3.26099 2.21298 2.99823 1.469 -2.211 -0.918
S -3.06706 3.53210 3.77109 -1.471 0.308 0.694
O -3.75580 3.48920 5.04264 0.163 0.659 -0.458
O -1.75098 4.09725 3.75826 0.340 0.428 -0.326
C -4.14444 4.50008 2.52946 1.727 0.807 1.197
F -5.34101 3.99673 2.38061 -0.385 -0.318 -0.273
F -4.24621 5.74525 3.01364 -0.219 0.112 -0.121
F -3.50689 4.59327 1.34101 -0.453 -0.346 0.304
C -4.16543 -6.00395 -3.99410 -0.640 1.751 -0.963
F -3.79759 -7.22643 -4.07802 0.234 -1.677 0.172
F -4.38355 -5.56677 -5.31553 -0.359 -0.409 2.222
F -5.27264 -5.87963 -3.20765 0.810 -0.288 -1.317
S -2.88209 -4.87748 -3.32451 -0.169 2.408 0.851
O -1.83686 -4.78857 -4.29406 0.345 -0.673 -0.114
O -3.68788 -3.66457 -3.19988 0.304 -0.544 -0.625
N -2.50244 -5.23093 -1.84915 -2.181 1.423 -1.010
S -1.47290 -6.18860 -1.25494 1.514 -1.211 1.073
O -0.53425 -6.58047 -2.26580 0.274 -0.537 0.629
O -1.05597 -5.74566 0.05598 0.271 0.485 -0.783
C -2.56212 -7.57842 -0.69716 1.177 0.003 -2.768
F -2.02497 -8.22869 0.27951 0.134 -0.677 1.065
F -3.72157 -7.05321 -0.35852 -0.684 -0.634 0.139
F -2.66241 -8.44105 -1.77634 -0.757 0.617 1.117
C 5.29443 2.36345 2.04982 -1.740 1.324 -2.457
O 6.20080 1.67073 1.11454 -0.352 -0.949 1.566
O 3.95946 2.11924 1.99013 1.527 0.300 -0.501
C 5.77522 1.91870 3.35320 2.658 0.280 0.942
F 7.12149 2.18164 3.47972 -0.011 0.266 0.423
F 5.20157 2.61264 4.36835 -0.131 -0.841 -0.081
F 5.72791 0.59160 3.55396 -0.910 0.133 0.389
C 6.12139 1.96929 -0.24000 0.139 0.727 -0.007
C 6.39907 0.68189 -0.99005 1.071 0.059 0.304
H 5.52788 0.04694 -1.07858 -0.142 -0.255 0.364
H 6.77605 0.82533 -1.97607 0.062 0.519 -1.053
H 7.24314 0.17110 -0.50530 -0.505 -0.173 0.189
H 6.83602 2.82859 -0.43228 -0.738 -0.872 -0.310
H 5.09705 2.25746 -0.44968 -0.273 0.563 -0.309
H 5.63121 3.45944 1.87308 -0.596 -0.998 0.679
C -1.57799 1.84634 -3.83592 -3.204 -0.353 0.788
O -1.27251 1.21524 -5.06798 0.555 0.059 -0.013
O -1.91782 0.90580 -2.93400 0.839 0.383 -0.181
C -0.50398 2.77885 -3.34247 0.607 1.486 -0.123
F 0.72542 2.22612 -3.27349 -0.381 0.254 0.279
F -0.37310 3.87224 -4.22767 -0.081 -1.206 1.568
F -0.83732 3.27064 -2.08310 0.790 -0.378 -1.840
C -1.57572 1.93699 -6.23200 1.282 0.401 -0.443
C -1.61838 1.02825 -7.44071 0.740 0.346 0.677
H -2.54568 0.52401 -7.52299 -0.910 -0.408 -0.385
H -1.36885 1.61042 -8.29481 -0.450 0.605 -0.984
H -0.83207 0.29846 -7.44870 0.500 -0.604 0.496
H -0.79623 2.70210 -6.39179 -0.243 -0.086 -0.014
H -2.50520 2.46204 -6.11240 -0.675 0.314 0.066
H -2.44820 2.60518 -4.05290 0.943 -0.890 0.187
C -1.42735 -2.03736 7.78415 -0.154 -0.940 -3.745
O -2.06102 -1.30107 8.78614 -0.488 -0.276 0.309
O -0.20375 -2.40484 7.94833 1.221 -0.466 1.130
C -2.36868 -3.32635 7.29084 0.189 0.991 2.205
F -2.32209 -3.45318 5.96631 -0.584 0.229 0.062
F -2.03711 -4.57295 7.76468 0.342 0.562 -0.101
F -3.64262 -3.13034 7.76514 0.107 -0.326 -1.118
C -1.94173 0.10771 8.71111 -0.860 -0.876 1.984
C -3.24725 0.62837 9.31946 -0.615 1.202 -1.012
H -4.09039 0.35138 8.65135 0.470 -0.247 0.311
H -3.49478 0.27640 10.32070 0.369 -0.001 -0.017
H -3.27702 1.74413 9.27748 0.287 -0.647 0.398
H -1.86321 0.48581 7.72553 0.188 0.104 -1.363
H -1.05939 0.40245 9.28082 0.042 0.273 0.081
H -1.54795 -1.47580 6.78543 -0.184 0.290 0.787
```
Positions in Å, forces in eV/Å.

Output
- orbital gap (eV) = 6.66
- molecular weight (g mol⁻¹) = 2359.01
- HOMO (eV) = -13.42
- strongest force on any atom (hartree/bohr) = 0.1853
- LUMO energy (eV) = -6.76
- total charge = +6